Model 1:
21
Properties=species:S:1:pos:R:3:nbo_charge:R:1 method="wB97M-V/def2-TZVPD" charge=+1 multiplicity=1 gap_ev=10.056 e_homo_ev=-13.41
C -1.048 -0.881 0.545 -0.25
C -0.631 0.599 1.026 -0.44
C 0.506 1.335 0.359 -0.44
C 1.810 0.454 0.640 -0.06
O 1.909 0.085 1.961 -0.73
N -1.889 -0.774 -0.626 -0.69
H -0.167 -1.500 0.367 0.24
H -1.539 -1.448 1.372 0.23
H -0.703 0.292 2.068 0.25
H -1.417 1.363 1.009 0.22
H 0.370 1.358 -0.734 0.22
H 0.736 2.247 0.866 0.24
H 2.670 1.151 0.506 0.17
H 2.035 -0.478 -0.022 0.15
H 2.789 0.303 2.201 0.49
H -2.638 -0.074 -0.560 0.44
H -1.326 -0.717 -1.494 0.48
H -2.488 -1.630 -0.606 0.44
H 1.022 -0.792 -2.726 0.49
H -0.176 -0.406 -3.535 0.50
O 0.174 -0.488 -2.616 -0.97



Model 2:
21
Properties=species:S:1:pos:R:3:nbo_charge:R:1 method="wB97M-V/def2-TZVPD" charge=+1 multiplicity=1 gap_ev=10.741 e_homo_ev=-13.92
C 1.312 0.443 2.590 -0.62
C 0.224 -0.270 1.803 -0.43
C 0.390 -0.142 0.280 -0.12
C 0.299 0.990 -0.387 -0.11
N -0.092 0.928 -1.821 -0.71
H 1.145 1.526 2.598 0.21
H 1.106 0.231 3.650 0.23
H 2.330 0.143 2.369 0.23
H 0.091 -1.331 2.019 0.23
H -0.751 0.189 1.922 0.22
H 0.395 -1.127 -0.205 0.23
H 0.428 1.973 0.041 0.23
H 0.100 -0.045 -2.025 0.44
H 0.341 1.671 -2.363 0.44
H -1.105 1.159 -1.915 0.47
H -3.600 0.884 -1.765 0.51
H -3.175 2.072 -2.577 0.50
O -2.812 1.407 -1.976 -0.97
H 0.943 -3.180 -1.386 0.46
H 1.303 -4.235 -0.409 0.49
O 1.127 -3.285 -0.444 -0.95



Energy ordering: model 2 at the bottom, the next structure 47.7 kJ/mol above.



Model 1:
10
Properties=species:S:1:pos:R:3:lowdin_charge:R:1 method="wB97M-V/def2-TZVPD" charge=0 multiplicity=1 gap_ev=10.295 smiles=C#Cc1cnoc1 e_homo_ev=-9.89
C -1.949 1.882 0.435 0.02
C -1.156 0.938 0.253 -0.10
C -0.184 -0.064 0.020 -0.22
C -0.293 -1.266 -0.601 -0.04
O 0.896 -1.866 -0.629 -0.02
N 1.840 -1.059 -0.038 0.08
C 1.199 0.001 0.363 -0.08
H -0.942 2.443 0.334 0.08
H -1.130 -1.807 -1.016 0.15
H 1.720 0.798 0.879 0.13



Model 2:
10
Properties=species:S:1:pos:R:3:nbo_charge:R:1 method="wB97M-V/def2-TZVPD" charge=0 multiplicity=1 gap_ev=10.158 smiles=C#Cc1cnoc1 e_homo_ev=-9.98
C -1.652 -1.689 1.365 -0.32
C -0.853 -0.883 0.855 0.01
C 0.012 -0.008 0.169 -0.31
C 1.365 0.081 0.259 0.22
O 1.810 1.038 -0.543 -0.26
N 0.749 1.596 -1.235 -0.10
C -0.315 0.984 -0.804 0.00
H -1.916 -1.898 0.283 0.30
H 2.088 -0.453 0.859 0.23
H -1.289 1.233 -1.209 0.23



Energy ordering: model 2 at the bottom, the next structure 15.5 kJ/mol above.



Model 1:
10
Properties=species:S:1:pos:R:3:nbo_charge:R:1 method="wB97M-V/def2-TZVPD" charge=0 multiplicity=1 gap_ev=10.071 smiles="N#CC=C=O.C#C" e_homo_ev=-9.98
N 2.412 -0.958 -0.136 -0.33
C 1.822 0.027 0.027 0.29
C 1.146 1.260 0.217 -0.67
C -0.134 1.358 0.559 0.82
O -1.233 1.541 0.867 -0.40
C -1.916 -1.148 -0.372 -0.26
C -0.859 -1.708 -0.497 -0.24
H 1.678 2.197 0.093 0.30
H -2.853 -0.646 -0.258 0.24
H 0.090 -2.192 -0.603 0.26



Model 2:
10
Properties=species:S:1:pos:R:3:nbo_charge:R:1 method="wB97M-V/def2-TZVPD" charge=0 multiplicity=1 gap_ev="7.448 / 7.450" e_homo_ev="-9.22 / -9.22"
N 2.982 -0.678 -0.135 -0.31
C 1.874 -0.341 -0.064 0.27
C 0.516 0.080 0.002 -0.38
C 0.129 1.458 0.234 0.40
O -1.050 1.785 0.273 -0.53
C -1.862 -0.748 0.118 0.13
C -0.535 -0.806 -0.067 -0.24
H 0.949 2.182 0.408 0.16
H -2.593 -1.031 -0.645 0.20
H -0.410 -1.902 -0.124 0.31



Model 3:
10
Properties=species:S:1:pos:R:3:nbo_charge:R:1 method="wB97M-V/def2-TZVPD" charge=0 multiplicity=1 gap_ev=9.354 e_homo_ev=-8.85
C 2.043 0.438 0.694 -0.26
C 1.210 0.176 -0.144 -0.04
C 0.011 -0.250 -0.872 -0.33
C -0.635 0.893 -0.446 0.30
O -1.605 0.656 0.408 -0.28
N -1.766 -0.738 0.496 -0.11
C -0.855 -1.257 -0.260 0.03
H 2.928 0.508 1.280 0.24
H -0.438 1.909 -0.742 0.23
H -0.905 -2.331 -0.417 0.23



Model 4:
10
Properties=species:S:1:pos:R:3:nbo_charge:R:1 method="wB97M-V/def2-TZVPD" charge=0 multiplicity=1 gap_ev=10.137 smiles="C#CCC(=O)C#N" e_homo_ev=-10.61
O -2.523 -0.785 -0.111 -0.45
C -1.506 -0.167 0.009 0.51
C -0.140 -0.754 -0.218 -0.58
C 1.038 0.075 0.014 -0.02
C 2.198 0.379 0.091 -0.19
C -1.399 1.257 0.364 0.14
N -0.762 2.198 0.588 -0.21
H -0.117 -1.061 -1.268 0.28
H -0.047 -1.645 0.412 0.28
H 3.256 0.503 0.121 0.24



Energy ordering: model 4 at the bottom, the next structure 23.7 kJ/mol above.



Model 1:
10
Properties=species:S:1:pos:R:3:nbo_charge:R:1 method="wB97M-V/def2-TZVPD" charge=0 multiplicity=1 gap_ev=10.379 smiles=C#Cc1cnoc1 e_homo_ev=-9.48
C -1.593 -1.144 -1.650 -0.20
C -0.991 -0.410 -0.902 -0.03
C -0.086 0.180 0.051 -0.26
C 0.455 -0.523 1.083 0.19
O 1.446 0.153 1.662 -0.27
N 1.578 1.378 1.035 -0.11
C 0.664 1.401 0.103 -0.01
H -2.172 -1.812 -2.265 0.24
H 0.202 -1.509 1.447 0.22
H 0.535 2.295 -0.495 0.23



Model 2:
10
Properties=species:S:1:pos:R:3:nbo_charge:R:1 method="wB97M-V/def2-TZVPD" charge=0 multiplicity=1 gap_ev=10.219 e_homo_ev=-9.96
N 2.905 -0.563 -0.911 -0.28
C 1.844 -0.277 -0.538 0.27
C 0.528 0.033 -0.079 -0.28
C 0.001 1.248 0.217 0.23
O -1.292 1.143 0.598 -0.43
C -1.708 -0.188 0.692 0.08
C -0.571 -0.903 0.181 -0.39
H 0.429 2.247 0.188 0.23
H -1.578 -0.728 -0.562 0.32
H -0.477 -1.988 0.218 0.27



Energy ordering: model 1 at the bottom, the next structure 48.5 kJ/mol above.



Model 1:
10
Properties=species:S:1:pos:R:3:nbo_charge:R:1 method="wB97M-V/def2-TZVPD" charge=0 multiplicity=1 gap_ev=10.274 e_homo_ev=-10.13
C -2.159 -1.685 -0.301 0.25
C -0.619 0.511 -0.680 -0.39
C 0.086 -0.509 0.211 -0.09
C -4.326 1.044 1.239 0.51
C -1.112 -0.778 -0.199 -0.15
N -3.026 -2.443 -0.311 -0.27
O -4.097 1.795 0.415 -0.51
H -0.344 0.552 -1.704 0.20
H 1.103 -0.908 0.589 0.25
H -1.078 1.326 -0.100 0.20



Model 2:
10
Properties=species:S:1:pos:R:3:nbo_charge:R:1 method="wB97M-V/def2-TZVPD" charge=0 multiplicity=1 gap_ev=9.708 smiles="C=C=C(C#N)C=O" e_homo_ev=-9.97
N 3.198 -0.643 -0.114 -0.31
C 2.073 -0.404 -0.040 0.28
C 0.689 -0.129 0.048 -0.45
C 0.137 1.162 0.405 0.40
O -1.092 1.289 0.411 -0.50
C -1.544 -0.586 -0.191 -0.25
C -0.296 -1.049 -0.103 0.10
H 0.763 2.028 0.673 0.19
H -2.511 -0.885 0.190 0.26
H -1.418 -0.783 -1.278 0.28



Energy ordering: model 1 at the bottom, the next structure 80.4 kJ/mol above.



Model 1:
14
Properties=species:S:1:pos:R:3:nbo_charge:R:1 method="wB97M-V/def2-TZVPD" charge=0 multiplicity=1 gap_ev=8.058 e_homo_ev=-8.94
C -0.200 -0.718 0.037 -0.13
C -0.427 0.076 1.213 -0.20
C 0.238 -0.364 -1.190 -0.31
C 0.321 1.087 1.703 -0.23
C 0.463 0.980 -1.701 0.37
C 1.516 1.533 1.157 0.17
N 2.535 1.736 0.639 0.24
O 3.589 2.002 0.167 -0.39
O 0.304 2.018 -1.098 -0.52
H -0.476 -1.760 0.167 0.22
H -1.271 -0.250 1.811 0.22
H 0.355 -1.149 -1.927 0.22
H 0.017 1.577 2.620 0.24
H 0.786 0.986 -2.762 0.11



Model 2:
14
Properties=species:S:1:pos:R:3:nbo_charge:R:1 method="wB97M-V/def2-TZVPD" charge=0 multiplicity=1 gap_ev=8.389 smiles="O=c1nccccc1O" e_homo_ev=-9.15
C 1.169 0.493 -0.044 0.32
C 0.132 1.350 0.008 -0.31
C -1.237 1.044 0.046 -0.09
C -1.786 -0.179 -0.016 -0.31
C -1.154 -1.453 -0.034 0.16
C 1.200 -1.010 0.008 0.57
H 2.943 0.191 -0.056 0.51
H 0.407 2.409 0.047 0.23
H -1.901 1.910 0.121 0.22
H -2.886 -0.246 -0.075 0.22
H -1.779 -2.321 -0.035 0.19
N 0.102 -1.769 0.016 -0.49
O 2.400 1.000 -0.030 -0.63
O 2.390 -1.419 0.044 -0.61



Energy ordering: model 2 at the bottom, the next structure 303.5 kJ/mol above.



Model 1:
18
Properties=species:S:1:pos:R:3:nbo_charge:R:1 method="wB97M-V/def2-TZVPD" charge=0 multiplicity=1 gap_ev=9.685 smiles="NC(=O)[C@@H]1[C@@H]2CN[C@]12C=O" e_homo_ev=-9.22
O 2.966 1.156 -0.530 -0.51
C 2.373 0.578 0.356 0.43
C 0.978 0.126 0.250 0.01
N 0.299 -0.702 1.247 -0.60
C -0.182 -1.615 0.174 -0.22
C 0.338 -0.671 -0.910 -0.21
C -0.030 0.753 -0.665 -0.32
C -1.325 1.272 -0.131 0.65
N -2.527 0.870 -0.547 -0.84
H 2.892 0.292 1.298 0.12
H 0.944 -1.161 1.883 0.37
H 0.369 -2.563 0.154 0.20
H -1.261 -1.819 0.199 0.19
H 0.819 -0.982 -1.836 0.24
H 0.421 1.437 -1.389 0.27
O -1.464 1.789 1.014 -0.63
H -2.566 -0.013 -1.042 0.39
H -3.041 1.254 0.475 0.46



Model 2:
18
Properties=species:S:1:pos:R:3:nbo_charge:R:1 method="wB97M-V/def2-TZVPD" charge=0 multiplicity=1 gap_ev=10.252 smiles="O=c1cc[nH]c(=O)[nH]1.C=C" e_homo_ev=-9.89
C -3.529 0.280 0.608 -0.40
C -4.319 -0.055 -0.349 -0.39
C 1.201 -1.153 -0.331 0.63
C 2.493 -1.357 0.322 -0.35
C 3.312 -0.287 0.378 0.06
C 1.596 1.250 -0.402 0.77
H -3.641 1.380 0.916 0.20
H -2.980 -0.462 1.259 0.21
H -5.273 0.616 -0.634 0.19
H -4.535 -1.042 -0.573 0.18
H -0.099 0.188 -0.865 0.44
H 2.648 -2.384 0.681 0.26
H 4.299 -0.207 0.592 0.20
H 3.541 1.840 0.054 0.42
N 0.990 0.081 -0.876 -0.64
N 2.909 1.129 -0.031 -0.61
O 0.521 -2.124 -0.511 -0.57
O 0.865 2.307 -0.239 -0.62



Energy ordering: model 2 at the bottom, the next structure 122.9 kJ/mol above.



Model 1:
18
Properties=species:S:1:pos:R:3:nbo_charge:R:1 method="wB97M-V/def2-TZVPD" charge=0 multiplicity=1 gap_ev=9.768 smiles="N#CC1=CC(=O)NCC1.O" e_homo_ev=-10.18
O 0.730 -1.730 1.870 -0.57
C 0.461 -0.953 0.946 0.64
N -0.477 -1.261 -0.007 -0.65
C -1.049 -0.274 -0.912 -0.21
C -1.284 1.056 -0.210 -0.43
C -0.060 1.445 0.587 -0.09
C 0.765 0.508 1.085 -0.21
C 0.168 2.840 0.876 0.25
N 0.343 3.959 1.112 -0.28
H -0.906 -2.186 0.036 0.42
H -0.370 -0.130 -1.769 0.19
H -1.994 -0.669 -1.301 0.22
H -1.520 1.824 -0.957 0.24
H -2.146 0.992 0.474 0.23
H 1.589 0.753 1.756 0.25
H 1.116 -2.281 -1.195 0.47
O 2.123 -2.339 -0.997 -0.94
H 2.511 -1.553 -1.393 0.47



Model 2:
18
Properties=species:S:1:pos:R:3:nbo_charge:R:1 method="wB97M-V/def2-TZVPD" charge=0 multiplicity=1 gap_ev=9.497 e_homo_ev=-8.84
O 0.192 2.044 0.556 -0.48
C -0.545 1.087 0.637 0.59
C -2.024 0.885 0.495 -0.21
N -2.185 0.154 -0.787 -0.57
C -1.775 -0.594 0.385 -0.06
C -0.255 -0.420 0.519 -0.32
C 0.676 -0.877 -0.598 -0.50
C 2.002 -0.158 -0.520 0.61
N 2.161 1.008 -1.062 -0.73
H -2.846 1.444 0.940 0.23
H -3.185 0.028 -0.940 0.37
H -2.380 -1.397 0.801 0.21
H 0.093 -0.760 1.506 0.24
H 0.848 -1.959 -0.511 0.23
H 0.226 -0.661 -1.573 0.25
O 2.718 -0.619 0.538 -0.71
H 3.127 0.095 1.040 0.50
H 3.154 0.699 -1.425 0.36



Energy ordering: model 1 at the bottom, the next structure 322.0 kJ/mol above.